ORCA calculation (ωB97M-V/def2-TZVPD) on the molecule C24H31NO7.

Structure (XYZ):
```
63
Properties=species:S:1:pos:R:3:forces:R:3
C -0.36455 -0.20359 -4.37655 -0.11 -0.07 -0.04
H -0.96520 -0.89083 -3.77090 0.04 0.03 -0.04
O 0.08459 0.89521 -3.61938 0.18 0.11 0.21
C -0.96438 1.70700 -3.15169 0.10 0.28 0.22
C -0.38084 2.81468 -2.28250 -0.45 0.09 -0.58
H -1.10401 3.62658 -2.15103 0.16 -0.16 -0.10
H 0.52789 3.19953 -2.75544 -0.11 0.01 0.05
O -0.03304 2.29799 -1.00750 0.19 -0.27 0.21
C -0.40206 3.00267 0.07887 -0.28 0.61 -0.02
O -0.98730 4.06342 -0.00348 0.06 -0.14 -0.12
C -0.00588 2.32418 1.31453 0.36 -0.28 0.41
C -0.12283 2.88170 2.54041 -0.07 0.16 -0.58
N 0.32940 2.18803 3.64171 -0.11 0.04 0.28
C 1.16813 1.10035 3.55799 0.27 -0.43 -0.24
C 1.32233 0.47300 2.36913 -0.25 0.48 -0.09
C 2.23990 -0.64746 2.17244 0.37 -0.25 0.45
O 3.06036 -1.05776 2.96753 0.00 -0.01 -0.19
O 2.07265 -1.21081 0.95609 -0.24 0.26 -0.05
C 2.97159 -2.24838 0.58848 0.70 -0.25 -0.08
C 4.06678 -1.74153 -0.36231 -0.29 -0.15 0.32
O 3.66083 -1.63394 -1.70056 0.02 -0.07 -0.14
C 2.76739 -0.57054 -1.95469 -0.03 -0.01 -0.08
H 1.80157 -0.72882 -1.47033 -0.06 0.05 -0.02
H 2.62664 -0.53235 -3.03212 -0.05 0.07 0.00
H 3.18456 0.38329 -1.61174 -0.03 0.03 0.02
H 4.88625 -2.46428 -0.36622 -0.04 0.06 0.10
H 4.44053 -0.77580 0.01100 0.02 -0.08 0.00
H 3.43511 -2.64976 1.49557 -0.10 -0.02 -0.20
H 2.38053 -3.02106 0.09141 0.04 0.07 0.04
C 0.48073 0.88989 1.17995 -0.14 0.04 0.07
C -0.73908 0.01579 1.06325 0.09 -0.11 -0.35
C -1.13967 -0.53819 -0.07632 0.20 0.13 0.16
C -2.35282 -1.32815 -0.25771 -0.18 -0.28 -0.24
C -3.48692 -1.13210 0.52858 0.04 -0.06 -0.08
C -4.64701 -1.84895 0.30752 -0.10 -0.01 0.09
C -4.70400 -2.77796 -0.71783 0.01 -0.02 0.01
C -3.58982 -2.99584 -1.50826 0.14 -0.01 -0.10
C -2.42086 -2.28402 -1.28393 -0.04 0.01 0.13
O -1.34251 -2.51166 -2.12044 -0.48 0.30 0.07
C -0.25535 -3.18689 -1.52011 0.19 -0.23 0.14
H 0.03989 -2.71545 -0.57812 0.03 -0.01 -0.05
H -0.51126 -4.23605 -1.32885 0.02 0.07 -0.02
H 0.56689 -3.13570 -2.23219 0.05 -0.03 0.07
H -3.61083 -3.71512 -2.31319 0.03 -0.07 -0.08
H -5.61161 -3.33316 -0.90124 -0.07 -0.04 -0.02
H -5.51348 -1.67407 0.92802 -0.07 0.03 0.04
H -3.45955 -0.38267 1.30537 0.01 0.10 0.06
H -0.53443 -0.40609 -0.96382 0.16 0.04 -0.08
H -1.30226 -0.11346 1.97857 -0.13 -0.05 0.14
H 1.06869 0.79930 0.26500 -0.10 -0.01 0.17
C 1.83478 0.75084 4.84665 0.08 -0.17 -0.01
H 1.08736 0.63658 5.63150 -0.08 0.04 0.07
H 2.40092 -0.16786 4.74515 -0.04 0.07 0.08
H 2.51905 1.54734 5.13893 0.04 0.08 0.04
H 0.26192 2.65082 4.53673 0.04 -0.06 -0.16
C -0.67465 4.23058 2.86263 -0.05 0.08 -0.16
H 0.07951 4.83462 3.36698 0.06 0.02 0.08
H -1.53117 4.12711 3.52851 -0.07 -0.01 0.09
H -0.99161 4.73417 1.95656 -0.01 0.01 0.11
H -1.68421 1.11461 -2.56703 0.01 0.07 -0.04
H -1.49989 2.16095 -4.00145 0.04 -0.03 0.10
H -0.95978 0.12778 -5.23671 0.04 -0.01 -0.02
H 0.52611 -0.71772 -4.73140 -0.04 -0.07 -0.06
```
Forces are in eV/Å.

## Properties
**E_HOMO**: -8.191 eV
**Energy above the lowest of the compared OMol25 structures with the same formula, charge and spin**: 329.7 kJ/mol
**Gap between HOMO and LUMO**: 0.3145 hartree
**SMILES**: COCCOC(=O)C1=C(C)NC(C)=C(C(=O)OCCOC)C1/C=C/c1ccccc1OC

=====

ORCA calculation (ωB97M-V/def2-TZVPD) on a structure of composition C11H19Br9O16S4.

Structure (XYZ):
```
59
Properties=species:S:1:pos:R:3:forces:R:3
C 3.68786 -2.31287 -4.52711 -1.41 0.92 0.17
Br 4.96597 -1.41874 -5.62069 0.35 -0.37 -0.09
Br 3.48246 -4.16837 -4.76098 0.36 -0.74 -0.22
Br 1.95920 -1.45790 -4.94809 -0.04 -0.03 0.17
H 3.76675 -2.14601 -3.45188 0.55 0.21 -0.40
C 6.55806 0.80179 -2.25077 -0.17 0.71 0.00
Br 6.09022 -1.00949 -2.42226 0.72 -1.01 0.53
Br 4.98791 1.75977 -2.74815 -0.65 0.84 0.02
Br 8.01815 1.42327 -3.32814 0.32 -0.27 -0.07
H 6.79942 1.05585 -1.22501 -0.05 -0.21 -0.07
C 1.75857 5.69387 0.09056 -0.16 -0.18 0.15
Br 1.01304 5.31179 1.82860 0.09 0.17 0.04
Br 1.52538 4.13599 -1.01789 0.32 0.07 -0.16
Br 3.55361 6.38386 0.19098 -0.10 -0.27 -0.05
H 1.16961 6.47230 -0.35962 -0.16 0.13 -0.01
C -0.25528 -0.84968 3.42753 0.57 -1.07 0.93
C -0.46561 -0.93051 4.94715 1.14 3.18 -1.06
O -0.68640 0.59746 5.09579 1.35 -2.09 2.06
S -1.83614 0.90237 4.16759 -3.66 3.25 0.92
O -1.77935 2.24343 3.70757 0.98 0.43 -0.67
O -3.08988 0.60669 4.78686 0.33 -1.29 -0.35
O -1.44943 -0.06378 3.04359 1.34 -2.56 -1.91
H -0.14492 -1.88704 3.03587 -0.95 0.95 -0.50
H 0.67938 -0.30689 3.16623 -0.85 -0.11 0.17
H 0.34808 -1.07671 5.61100 1.04 -0.41 0.08
H -1.28894 -1.50693 5.27049 -1.28 -0.25 0.16
C -3.09984 3.66734 0.42831 1.30 -0.67 -0.12
C -3.47863 2.23757 0.52061 -2.41 -1.70 -0.48
O -3.21403 1.54141 -0.76403 0.72 1.72 0.79
S -2.21368 2.49625 -1.61585 -4.27 1.59 3.95
O -2.93633 3.07328 -2.64732 -1.24 1.08 -2.12
O -1.04961 1.83426 -1.83224 5.02 -2.59 -1.07
O -1.95281 3.59539 -0.46058 0.07 0.00 -0.18
H -2.77720 3.95002 1.43639 0.09 0.52 -0.48
H -3.86201 4.28803 0.00296 -0.32 0.49 -0.17
H -4.55481 2.12977 0.70685 0.15 0.01 -0.21
H -3.02121 1.71111 1.32836 0.91 -0.35 0.25
C -2.71111 -4.48704 0.12315 -0.40 -0.21 -0.27
C -1.57042 -3.66546 0.66478 0.40 -0.06 0.56
O -1.96221 -2.28908 0.54573 -1.00 0.35 0.02
S -3.13505 -2.14737 -0.55619 -1.19 -1.06 2.10
O -2.70985 -1.31799 -1.59150 0.75 0.70 -1.56
O -4.36451 -1.84469 0.11013 0.64 -0.33 -0.18
O -3.11611 -3.69001 -1.00573 -0.37 0.75 -0.08
H -3.56062 -4.66808 0.81817 0.53 0.44 -0.35
H -2.40577 -5.43978 -0.29698 0.19 -0.04 0.09
H -0.68410 -3.67957 0.06771 0.53 -0.90 -0.38
H -1.32159 -3.92271 1.69438 -0.13 0.30 0.05
C 0.32186 -0.63774 -1.64079 0.90 -0.80 -1.43
C 0.46855 -0.10453 -0.29375 1.76 0.18 2.73
O 1.49126 -1.04247 0.38026 -0.44 -0.14 -1.31
S 1.80761 -2.24372 -0.63703 -1.25 0.00 0.16
O 1.63036 -3.49320 -0.01723 0.04 -1.08 1.19
O 3.00541 -2.03343 -1.35310 0.68 0.78 -0.42
O 0.52349 -2.07608 -1.55813 0.49 0.92 0.23
H 1.08022 -0.19600 -2.29414 -0.12 -0.26 -0.12
H -0.63091 -0.48584 -2.02472 -1.53 0.21 -0.76
H -0.39292 -0.15836 0.40057 0.40 0.33 -0.73
H 1.02882 0.84517 -0.34828 -0.90 -0.18 0.45
```
Forces are in eV/Å.

## Properties
**E_HOMO**: -9.858 eV
**Energy above the lowest of the compared OMol25 structures with the same formula, charge and spin**: 0.0 kJ/mol
**Gap between HOMO and LUMO**: 0.3596 hartree

=====

ORCA calculation (ωB97M-V/def2-TZVPD) on a structure of composition C45H43BrN6O2PbS2Se.

Structure (XYZ):
```
101
Properties=species:S:1:pos:R:3:forces:R:3
Pb -1.11993 -0.85118 0.41795 0.95 -0.41 0.76
Br 3.69497 1.51429 5.87695 -0.06 -0.04 -0.04
C 2.19312 0.85593 4.91046 0.17 0.16 0.08
C 1.52653 -0.28484 5.36998 -0.08 0.01 -0.13
C 0.43034 -0.74519 4.69083 0.06 -0.07 0.08
C -0.05722 -0.11959 3.51259 -0.15 0.10 -0.05
O -1.10874 -0.57661 2.92499 -0.19 -0.17 -0.03
C 0.64557 1.04618 3.06212 -0.05 -0.25 0.14
C 0.24953 1.85171 1.94957 -0.02 0.13 -0.18
N -0.67884 1.60391 1.08508 -0.08 -0.10 0.09
C -1.11823 2.60717 0.21963 0.03 0.50 0.03
C -1.05539 3.95540 0.52992 0.07 -0.38 0.02
C -1.54602 4.93936 -0.33917 -0.09 0.08 -0.17
C -2.15098 4.59525 -1.51552 0.06 0.16 0.07
C -2.29661 3.23407 -1.85186 0.09 -0.22 0.11
C -2.96142 2.81091 -3.02639 -0.01 -0.12 -0.04
C -3.12032 1.48004 -3.28066 -0.05 0.10 -0.08
C -2.59620 0.55569 -2.36102 0.18 0.05 0.20
N -1.93902 0.91071 -1.28305 -0.12 0.26 -0.22
C -1.78340 2.23053 -0.99017 -0.04 0.24 -0.19
C 1.75827 1.50902 3.79396 0.05 -0.03 -0.03
H 1.88248 -0.79281 6.25615 -0.02 -0.02 0.01
H -0.08778 -1.63115 5.03739 -0.01 0.00 -0.03
H 0.81513 2.78549 1.85100 -0.01 0.01 0.03
H -0.64767 4.26156 1.48358 0.01 -0.01 0.01
H -1.45502 5.97909 -0.05274 -0.02 0.01 -0.03
H -2.54207 5.35005 -2.18631 0.00 0.00 0.01
H -3.34648 3.55831 -3.71001 0.00 0.00 0.00
H -3.62720 1.11955 -4.16516 0.01 0.04 0.00
H -2.71974 -0.50912 -2.51516 0.07 -0.06 -0.09
H 2.27307 2.40062 3.45678 0.01 0.00 -0.01
O 1.14704 -1.57312 1.07558 -0.61 0.50 0.04
S 2.05593 -2.76472 0.60611 0.42 -0.34 -0.09
C 1.09710 -4.21204 0.79710 -0.09 0.15 -0.04
C -0.11222 -4.20405 1.49483 0.01 0.12 -0.05
C -0.89323 -5.34645 1.55536 -0.01 -0.11 -0.07
C -0.47372 -6.52030 0.94377 -0.09 -0.04 0.04
C 0.75609 -6.54608 0.28880 -0.03 0.00 -0.05
C 1.53342 -5.40578 0.20760 0.01 0.04 0.04
C 1.64349 -1.09400 -2.37895 -0.09 0.05 -0.11
C 3.04323 -1.55678 -2.67471 0.08 -0.03 0.01
C 3.92760 -0.82017 -3.34155 0.05 -0.16 0.01
C 3.56074 0.48268 -3.87054 -0.12 0.20 0.03
C 2.30523 0.92843 -3.80661 0.32 0.12 -0.02
C 1.19393 0.11889 -3.26420 -0.36 -0.28 -0.35
H -0.42033 -3.29273 1.99405 -0.01 0.03 0.01
H -1.84070 -5.32083 2.08272 0.00 0.01 0.02
H -1.09224 -7.40815 0.98541 0.03 -0.01 0.01
H 1.09780 -7.46480 -0.17470 0.02 0.01 0.01
H 2.48654 -5.41674 -0.31110 -0.03 -0.05 -0.04
H 3.31765 -2.50789 -2.23465 0.04 0.02 -0.01
H 4.94881 -1.15601 -3.46994 -0.04 -0.10 0.00
H 4.33047 1.10354 -4.31161 0.00 0.02 0.02
H 2.06133 1.90466 -4.19690 0.10 -0.15 0.16
H 0.49208 0.73168 -2.70558 -0.02 0.02 0.04
C -0.61530 -5.45165 -3.40870 0.02 -0.15 -0.04
N -0.30239 -4.16316 -2.83541 0.00 -0.05 0.00
C 0.84960 -3.45588 -3.05359 0.16 0.24 0.03
C 0.71453 -2.27480 -2.38053 -0.28 -0.03 -0.29
N -0.50758 -2.26518 -1.74500 0.10 -0.01 -0.37
C -1.08437 -3.41182 -2.04343 -0.04 0.22 0.21
H 0.11303 -6.19606 -3.09006 0.00 0.01 0.06
H -0.60319 -5.38591 -4.49733 -0.05 -0.01 0.03
H -1.60264 -5.76348 -3.07735 0.00 0.02 0.02
H 1.65392 -3.83667 -3.65955 -0.05 0.00 -0.04
H 1.64026 -0.73870 -1.33657 0.08 0.15 -0.03
H -2.05341 -3.71932 -1.67971 0.03 -0.13 -0.03
C -1.35653 2.03818 -10.25455 0.09 0.02 0.07
C -0.86719 1.45678 -8.95538 -0.02 -0.07 -0.06
C -0.78077 0.08348 -8.77768 -0.02 0.05 -0.01
C -0.40919 -0.48572 -7.56571 0.12 0.06 0.12
C -0.34822 -1.98820 -7.45639 -0.02 0.11 0.04
C -0.13243 0.36607 -6.47939 0.16 -0.03 0.13
Se -0.01632 -0.58770 -4.79545 -0.01 -0.40 0.46
C -0.16717 1.75233 -6.64896 0.00 -0.01 0.09
C 0.17529 2.69596 -5.53297 -0.14 0.08 -0.13
C -0.52193 2.27228 -7.88841 0.00 0.02 0.03
H -1.56176 1.24892 -10.97611 -0.01 0.03 -0.04
H -0.62459 2.72138 -10.68858 0.00 -0.01 -0.01
H -2.27601 2.60381 -10.09362 -0.01 -0.01 -0.04
H -1.02052 -0.57525 -9.60567 -0.01 0.01 0.00
H -0.37572 -2.44758 -8.44408 -0.03 0.04 0.00
H -1.19387 -2.36701 -6.87607 0.05 -0.07 -0.01
H 0.56299 -2.29472 -6.94204 -0.03 -0.07 -0.02
H -0.16255 2.30182 -4.57400 0.02 0.00 0.07
H -0.29089 3.66917 -5.68913 0.00 -0.01 -0.01
H 1.25549 2.84385 -5.49161 -0.15 0.14 -0.04
H -0.54775 3.35086 -8.00909 -0.04 0.00 0.00
C -5.92000 -4.10162 1.89210 -0.13 -0.03 -0.10
N -4.82809 -3.60162 2.69496 0.26 0.11 0.17
C -4.66560 -3.81968 4.05217 0.02 -0.01 0.04
C -3.56677 -3.13767 4.43128 0.02 -0.03 0.20
N -3.06236 -2.51213 3.31430 0.40 0.63 0.01
C -3.83426 -2.78887 2.25119 -0.17 -0.21 -0.30
S -3.64108 -2.29984 0.63530 -0.52 -0.15 -0.01
H -6.23156 -5.07253 2.27148 0.05 -0.01 0.00
H -5.58482 -4.19177 0.86219 0.01 -0.03 0.01
H -6.76913 -3.41769 1.92390 0.04 0.02 0.00
H -5.33953 -4.44512 4.60956 0.02 0.02 0.01
H -3.09440 -3.05414 5.39342 -0.02 0.02 -0.01
H -2.28447 -1.79270 3.29798 -0.24 -0.45 -0.08
```
Forces are in eV/Å.

## Properties
**E_HOMO**: -5.867 eV
**Energy above the lowest of the compared OMol25 structures with the same formula, charge and spin**: 113.9 kJ/mol
**Gap between HOMO and LUMO**: 0.2007 hartree

=====

Look up the gap between HOMO and LUMO of the third one. 0.2007 hartree

=====

Which of these has the lowest energy above the lowest of the compared OMol25 structures with the same formula, charge and spin? C11H19Br9O16S4

=====

What is the formula in the second record? C11H19Br9O16S4

=====

Number 2 is which compound? C11H19Br9O16S4